{
  "formula": "C5H11IOS",
  "method": "ωB97M-V/def2-TZVPD",
  "species": ["C", "C", "C", "C", "C", "O", "S", "I", "H", "H", "H", "H", "H", "H", "H", "H", "H", "H", "H"],
  "positions_angstrom": [[-1.59918, 1.28347, 0.84377], [-0.11843, -0.64039, 1.74509], [1.08566, -1.40130, -2.05229], [-0.97066, -0.07557, 0.63285], [-0.10466, -0.01693, -0.51206], [0.34039, -1.17372, -0.89676], [2.08547, 1.18649, 0.42331], [2.25776, 2.91423, -1.22866], [-0.78914, 1.88146, 1.11647], [-2.14843, 1.67610, -0.00382], [-2.25379, 1.28935, 1.72263], [0.42424, -1.52012, 1.16704], [-0.63081, -1.04017, 2.70281], [0.73020, -0.06208, 2.16625], [0.56105, -1.05090, -2.99081], [1.21833, -2.44861, -2.09196], [1.94235, -0.75554, -1.93834], [-1.82394, -0.85428, 0.36813], [-0.20642, 0.80852, -1.17364]],
  "forces_ev_per_a": [[-0.9485, -0.9888, 1.0631], [1.0057, -3.0660, 1.3545], [-0.9557, 2.2716, -0.8930], [-2.3757, -1.0612, 0.1171], [-1.1589, 1.3930, -1.0360], [-0.0765, -2.8311, -0.3422], [1.2152, 1.4905, -0.5162], [-0.0243, -0.8239, 0.8345], [1.2252, 1.7106, 0.1968], [0.0878, -0.0249, -0.2258], [-0.0871, -0.1095, -0.2067], [-1.0917, 1.3044, 1.8952], [0.4092, 0.4759, -1.7578], [-0.6680, 0.4116, -0.5569], [0.1944, -0.3739, 0.8760], [0.7073, -0.9190, -0.1733], [1.0251, -0.3647, -0.3864], [1.3773, 1.0862, 0.7549], [0.1390, 0.4193, -0.9975]],
  "mulliken_charge": [-1.502, -1.185, -0.676, 1.196, -1.220, -0.286, -0.062, 0.086, 0.309, 0.400, 0.379, 0.332, 0.309, 0.232, 0.263, 0.245, 0.282, 0.134, 0.765],
  "orbital_gap_ev": [5.083, 6.259],
  "s2": 2.008,
  "lumo_ev": [-0.824, -2.645],
  "total_charge": 0,
  "multiplicity": 3,
  "e_above_lowest_kj_mol": 55.80
}